This record from OMol25 describes C10H13ClO3STc as an isolated structure at a distorted geometry. The level of theory is ωB97M-V/def2-TZVPD.

Geometry as XYZ:
```
29
Properties=species:S:1:pos:R:3:lowdin_spin:R:1
Cl -2.967 0.345 -1.753 0.788
C 0.319 -2.620 -1.426 0.001
C 1.521 -1.878 -1.114 0.024
C 1.404 -0.571 -1.636 0.055
H 2.333 -2.217 -0.473 0.003
C 0.132 -0.485 -2.348 0.130
C -0.523 -1.775 -2.230 0.001
H -1.524 -1.975 -2.568 0.003
H 0.126 -3.635 -1.150 0.001
H 2.089 0.260 -1.492 0.004
C -0.440 0.770 -2.849 0.197
Tc -0.348 -0.863 -0.332 1.307
C 0.092 -1.996 1.124 0.042
C -2.215 -1.253 0.092 0.072
O 0.357 -2.760 1.964 0.033
O -3.281 -1.504 0.470 0.079
H -0.058 1.642 -2.312 0.005
H -1.556 0.776 -2.733 0.052
H -0.176 0.841 -3.897 0.023
C 0.806 0.830 3.380 0.005
S -0.399 1.536 2.257 0.019
C 0.274 3.153 1.902 0.001
O -0.197 0.924 0.808 0.155
H 0.855 1.502 4.250 0.000
H 1.813 0.713 2.946 0.000
H 0.398 -0.151 3.685 0.000
H 1.359 3.114 1.697 0.000
H -0.253 3.471 0.985 0.000
H 0.061 3.805 2.755 0.000
```

Summary:
- molecular weight (g mol⁻¹) = 346.731
- charge = +2
- HOMO energy (spin up / spin down) (hartree) = -0.597 / -0.644
- energy above the lowest of the compared OMol25 structures with the same formula, charge and spin (kcal/mol) = 0.0
- Kohn-Sham gap (spin up / spin down) (eV) = 8.88 / 6.99
- multiplicity = 4



This record from OMol25 describes a 8-piece molecular cluster, H16O8 overall at a distorted geometry. The level of theory is ωB97M-V/def2-TZVPD.

Geometry as XYZ:
```
24
Properties=species:S:1:pos:R:3:mulliken_charge:R:1
O 0.612 0.360 -0.273 -0.638
H -0.208 0.172 -0.744 0.325
H 0.936 -0.509 -0.010 0.301
O 3.837 -1.804 -1.557 -0.630
H 3.580 -0.940 -1.214 0.309
H 4.801 -1.785 -1.542 0.324
O -4.283 -1.796 -1.852 -0.604
H -5.145 -1.558 -1.493 0.305
H -4.085 -1.088 -2.475 0.297
O -2.261 3.906 0.861 -0.634
H -1.631 3.839 1.587 0.321
H -2.859 3.163 0.999 0.306
O 4.638 2.913 -0.317 -0.630
H 4.248 2.215 -0.855 0.303
H 4.119 3.695 -0.535 0.325
O 1.493 -3.475 2.217 -0.634
H 1.249 -3.352 1.293 0.321
H 2.314 -3.978 2.179 0.316
O -2.263 0.189 -0.673 -0.621
H -1.992 0.484 -1.549 0.306
H -1.628 0.604 -0.079 0.341
O -1.810 -0.417 1.640 -0.631
H -2.362 0.343 1.854 0.297
H -1.038 -0.313 2.209 0.326
```

Summary:
- molecular weight (g mol⁻¹) = 144.120
- SMILES = O.O.O.O.O.O.O.O
- charge = 0
- HOMO energy (hartree) = -0.412
- energy above the lowest of the compared OMol25 structures with the same formula, charge and spin (kcal/mol) = 75.5
- Kohn-Sham gap (eV) = 11.31



This record from OMol25 describes a 4-piece molecular cluster, C35H63F7N4O10S2 overall at a distorted geometry. The level of theory is ωB97M-V/def2-TZVPD.

Geometry as XYZ:
```
121
Properties=species:S:1:pos:R:3:mulliken_charge:R:1
C 2.840 2.086 0.901 -1.907
C 1.603 1.105 1.049 1.110
O 0.582 1.645 0.241 -0.484
C -0.744 1.198 0.469 0.147
C -1.168 -0.094 -0.329 -0.121
C -2.728 -0.313 -0.236 -0.018
C -3.020 -1.607 -1.061 -0.298
F -2.863 -1.408 -2.442 -0.386
C -1.184 1.015 1.937 -0.825
O -0.786 2.241 2.652 -0.338
C -0.819 2.103 3.990 0.862
F -1.167 3.318 4.512 -0.302
F 0.372 1.787 4.543 -0.244
F -1.733 1.215 4.451 -0.265
C 2.104 -0.339 0.649 0.853
C 2.691 -0.441 -0.787 0.740
C 1.675 -0.771 -1.909 -1.250
O 0.934 -1.975 -1.671 -0.413
O 3.156 -0.659 1.590 -0.087
C 3.041 -1.941 2.179 1.060
C 2.914 -3.125 1.184 -0.088
C 2.946 -4.559 1.809 -1.123
C 1.874 -5.540 1.192 -0.662
C 2.526 -6.796 0.506 -0.727
O 1.959 -6.985 -0.828 -0.428
C 2.645 -6.093 -1.664 0.398
O 3.674 -6.404 -2.168 -0.446
C 4.385 -2.125 2.997 -1.340
C 5.673 -1.943 2.129 -0.109
C 6.228 -0.486 2.122 -0.356
S 7.316 -0.050 0.697 -0.238
C 7.640 -1.531 -0.312 0.277
S 8.522 -2.760 0.342 -0.204
N 7.159 -1.657 -1.664 -0.048
C 6.441 -0.437 -2.103 -0.359
C 5.880 -0.653 -3.535 -0.774
O 4.904 -1.692 -3.559 -0.320
C 5.491 -2.916 -3.104 -0.814
C 6.195 -2.791 -1.721 -0.193
C 1.906 -1.939 3.279 0.407
F 2.203 -2.762 4.329 -0.334
F 1.795 -0.716 3.838 -0.234
F 0.709 -2.373 2.815 -0.305
H 2.608 2.862 0.141 0.358
H 3.771 1.561 0.617 0.280
H 3.001 2.634 1.854 0.341
H 1.423 1.079 2.143 0.019
H -1.419 1.984 0.055 0.335
H -0.718 -1.021 0.074 -0.328
H -0.964 0.091 -1.399 0.222
H -3.301 0.561 -0.624 0.097
H -3.038 -0.572 0.800 0.369
H -2.363 -2.427 -0.684 0.221
H -4.055 -1.935 -0.811 0.224
H -2.280 0.946 2.063 0.581
H -0.730 0.113 2.414 0.201
H 1.249 -1.024 0.812 -0.281
H 3.272 0.442 -1.117 0.595
H 3.415 -1.287 -0.772 -0.911
H 2.276 -0.933 -2.837 0.769
H 1.060 0.133 -2.100 0.140
H 0.770 -2.354 -2.550 0.295
H 1.938 -3.030 0.651 0.189
H 3.680 -3.096 0.387 -0.409
H 3.938 -4.998 1.544 0.484
H 2.886 -4.602 2.911 0.513
H 1.153 -5.038 0.521 0.385
H 1.293 -5.939 2.054 0.426
H 3.630 -6.717 0.416 0.401
H 2.328 -7.724 1.080 0.318
H 2.154 -5.098 -1.793 0.220
H 4.451 -3.112 3.485 0.253
H 4.355 -1.355 3.804 0.610
H 5.532 -2.370 1.120 -0.301
H 6.458 -2.570 2.610 0.631
H 6.824 -0.360 3.053 0.447
H 5.408 0.255 2.156 0.089
H 7.176 0.395 -2.165 0.510
H 5.583 -0.172 -1.451 0.206
H 6.673 -0.873 -4.284 0.358
H 5.355 0.285 -3.815 0.380
H 4.638 -3.622 -2.987 0.212
H 6.155 -3.372 -3.876 0.338
H 6.704 -3.760 -1.545 0.656
H 5.385 -2.672 -0.964 -0.172
C -8.170 -0.351 2.092 -0.784
N -6.914 -0.984 1.739 -0.133
C -6.637 -1.757 0.656 0.872
C -7.749 -2.012 -0.329 -1.406
O -5.515 -2.220 0.503 -0.701
H -8.015 0.728 2.156 0.173
H -8.489 -0.721 3.068 0.324
H -8.945 -0.558 1.360 0.328
H -6.124 -0.856 2.354 0.215
H -7.375 -2.641 -1.133 0.319
H -8.576 -2.530 0.161 0.389
H -8.098 -1.071 -0.757 0.361
C -6.263 5.150 -0.451 -0.923
N -5.204 4.166 -0.534 -0.066
C -4.834 3.249 0.388 0.675
C -5.597 3.211 1.689 -1.298
O -3.905 2.480 0.161 -0.494
H -6.962 4.976 -1.267 0.285
H -5.826 6.139 -0.566 0.162
H -6.795 5.098 0.496 0.456
H -4.653 4.137 -1.380 0.222
H -5.184 2.427 2.322 0.242
H -5.503 4.164 2.211 0.393
H -6.649 2.989 1.503 0.316
C -3.088 8.235 -4.316 -0.858
N -3.763 7.060 -3.798 -0.160
C -5.032 6.962 -3.325 0.782
C -5.879 8.209 -3.321 -1.404
O -5.458 5.888 -2.918 -0.619
H -2.778 8.038 -5.344 0.294
H -2.200 8.425 -3.711 0.287
H -3.728 9.111 -4.296 0.325
H -3.256 6.188 -3.771 0.233
H -6.860 7.972 -2.916 0.281
H -5.420 8.975 -2.693 0.389
H -6.004 8.584 -4.337 0.439
```

Summary:
- molecular weight (g mol⁻¹) = 897.027
- SMILES = C[C@@H](O[C@@H](CCCF)COC(F)(F)F)[C@@H](CCO)O[C@@](CCCCOC=O)(CCCSC(=S)N1CCOCC1)C(F)(F)F.CNC(C)=O.CNC(C)=O.CNC(C)=O
- charge = 0
- HOMO energy (hartree) = -0.301
- Kohn-Sham gap (eV) = 7.87